Formula: H34O17
Source: the OMol25 dataset
Level of theory: ωB97M-V/def2-TZVPD

Properties
**HOMO level (spin up / spin down)**: -0.4 / -8.1 eV
**E**: -35358.6671 eV
**Charge**: -1
**Multiplicity**: 2
**<S²>**: 0.751
**Energy relative to the best compared isomer or geometry (same formula, charge and spin)**: 1.707 eV
**LUMO (spin up / spin down)**: 0.0800 / 0.0733 Eh
**Gap between HOMO and LUMO (spin up / spin down)**: 2.6 / 10.1 eV

Positions of all 51 atoms, in Å:
O  -0.297  0.645  -4.105
H  0.318  1.220  -4.592
H  0.045  0.013  -3.470
O  -1.820  -0.989  -0.635
H  -1.873  -0.450  0.156
H  -2.148  -0.471  -1.374
O  -2.452  4.048  0.174
H  -3.300  4.465  0.371
H  -2.594  3.336  -0.444
O  -0.772  4.314  -2.094
H  -0.357  3.531  -1.702
H  -1.270  4.720  -1.372
O  -1.622  -0.205  2.732
H  -0.751  -0.413  2.319
H  -1.855  -1.090  3.046
O  -0.316  -3.062  0.063
H  -0.160  -3.847  -0.479
H  -0.820  -2.598  -0.639
O  -0.498  -3.786  2.613
H  0.224  -3.210  2.359
H  -0.374  -4.557  2.054
O  1.453  2.256  0.467
H  2.092  2.864  0.056
H  1.870  1.386  0.348
O  3.232  -1.798  0.551
H  3.444  -1.741  -0.394
H  3.980  -1.680  1.150
O  3.401  -2.341  -3.530
H  3.843  -1.489  -3.381
H  2.791  -2.367  -2.774
O  -4.078  1.469  2.656
H  -4.341  0.534  2.735
H  -3.163  1.169  2.800
O  -0.541  -2.607  -3.697
H  -0.803  -1.686  -3.591
H  -0.552  -2.857  -4.619
O  4.178  3.671  2.070
H  4.469  2.959  2.641
H  3.217  3.612  2.107
O  1.643  0.156  2.289
H  1.932  -0.575  1.737
H  1.642  -0.065  3.222
O  -4.588  1.924  -2.887
H  -3.792  2.458  -2.977
H  -4.533  1.045  -2.527
O  -0.833  2.309  3.462
H  -1.062  1.379  3.436
H  -0.847  2.745  2.595
O  2.594  -4.933  0.365
H  3.209  -5.076  -0.354
H  2.832  -4.332  1.062

=====

Formula: C6H10O
Source: the OMol25 dataset
Level of theory: ωB97M-V/def2-TZVPD

Properties
**HOMO level**: -9.7 eV
**E**: -8430.4967 eV
**Energy relative to the best compared isomer or geometry (same formula, charge and spin)**: 0.744 eV
**LUMO**: 0.0368 Eh
**Structure (SMILES)**: C[C@H]1C[C@H]1CC=O
**Gap between HOMO and LUMO**: 10.7 eV

Positions of all 17 atoms, in Å:
C  0.560  1.698  1.035
C  0.730  0.201  1.187
C  -0.472  -0.687  1.327
C  0.365  -0.760  0.073
C  -0.157  -0.196  -1.234
C  -0.716  -1.133  -2.281
O  -0.738  -2.338  -2.241
H  0.482  2.183  2.015
H  -0.351  1.949  0.482
H  1.407  2.149  0.505
H  1.594  -0.080  1.788
H  -0.432  -1.509  2.036
H  -1.449  -0.210  1.262
H  0.996  -1.642  -0.019
H  0.611  0.395  -1.762
H  -0.961  0.517  -1.019
H  -1.125  -0.590  -3.167

=====

Formula: C24H42Cl3CuN4O3Si
Source: the OMol25 dataset
Level of theory: ωB97M-V/def2-TZVPD

Properties
**HOMO level (spin up / spin down)**: -4.7 / -4.7 eV
**E**: -127763.5509 eV
**Charge**: -1
**Multiplicity**: 2
**<S²>**: 0.753
**Energy relative to the best compared isomer or geometry (same formula, charge and spin)**: 0.000 eV
**LUMO (spin up / spin down)**: 0.0847 / 0.0847 Eh
**Gap between HOMO and LUMO (spin up / spin down)**: 7.1 / 7.0 eV

Positions of all 78 atoms, in Å:
C  2.810  -2.174  -3.276
C  2.037  -1.574  -4.411
H  2.916  -3.255  -3.411
H  2.313  -1.973  -2.318
H  3.827  -1.762  -3.201
C  1.836  -2.172  -5.593
C  2.483  -3.456  -5.996
H  1.188  -1.701  -6.337
H  2.484  -4.192  -5.180
H  3.524  -3.314  -6.326
H  1.953  -3.901  -6.845
Cu  0.359  -0.195  4.317
Cl  1.756  1.564  4.970
Cl  1.272  -0.950  2.445
C  0.046  2.114  2.568
O  -0.714  1.298  3.129
N  -0.357  3.025  1.678
C  -1.763  3.136  1.336
C  0.524  4.038  1.107
H  1.123  2.127  2.798
H  -2.347  2.534  2.034
H  -1.941  2.783  0.310
H  -2.054  4.191  1.385
H  1.528  3.920  1.524
H  0.144  5.039  1.353
H  0.581  3.951  0.013
H  0.553  -4.775  2.845
H  -0.354  -3.056  0.998
C  -0.422  -4.693  3.340
C  -1.306  -3.326  1.475
N  -1.150  -3.522  2.897
H  -0.259  -4.614  4.417
C  -1.490  -2.550  3.762
O  -1.963  -1.440  3.465
H  -2.033  -2.527  1.314
H  -1.271  -2.834  4.807
H  -1.002  -5.597  3.116
H  -1.669  -4.260  1.033
O  0.163  -0.434  -3.447
C  1.404  -0.216  -4.122
C  0.084  0.678  -6.137
C  1.245  0.661  -5.364
H  -0.778  0.093  -5.814
C  0.044  1.450  -7.303
H  2.092  0.307  -3.439
C  2.363  1.412  -5.750
H  -0.876  1.479  -7.888
C  1.176  2.170  -7.699
C  2.344  2.147  -6.929
H  3.240  1.381  -5.104
H  1.144  2.761  -8.613
H  3.237  2.699  -7.233
Si  -0.684  0.401  -2.264
Cl  0.845  -2.096  5.448
C  -2.489  0.057  -2.594
C  -0.320  2.218  -2.508
C  -0.133  -0.266  -0.615
H  -2.719  0.181  -3.661
H  -3.127  0.749  -2.025
H  -2.760  -0.970  -2.310
H  -0.313  -1.350  -0.548
H  -0.634  0.192  0.249
H  0.944  -0.115  -0.456
H  -0.475  2.504  -3.560
H  0.722  2.462  -2.259
H  -0.972  2.855  -1.894
C  -1.377  1.654  9.197
N  -1.384  1.024  7.884
C  -2.423  0.262  7.372
C  -2.047  -0.115  6.105
N  -0.776  0.369  5.872
C  -0.391  1.076  6.947
H  -2.241  2.327  9.292
H  -1.448  0.882  9.976
H  -0.448  2.224  9.313
H  -3.345  0.049  7.883
H  -2.580  -0.697  5.371
H  0.532  1.628  7.087

=====

Formula: C3H6CeO3
Source: the OMol25 dataset
Level of theory: ωB97M-V/def2-TZVPD

Properties
**HOMO level (spin up / spin down)**: -16.4 / -19.6 eV
**E**: -22259.6289 eV
**Charge**: +2
**Multiplicity**: 3
**<S²>**: 2.008
**Energy relative to the best compared isomer or geometry (same formula, charge and spin)**: 0.000 eV
**LUMO (spin up / spin down)**: -0.3494 / -0.3606 Eh
**Gap between HOMO and LUMO (spin up / spin down)**: 6.9 / 9.8 eV

Positions of all 13 atoms, in Å:
O  1.181  0.721  1.026
Ce  -0.270  1.533  -0.334
C  -2.633  -0.972  0.213
O  -1.289  -0.539  0.000
C  -0.279  -1.534  0.189
C  1.033  -0.864  -0.142
O  2.139  -1.286  -0.376
H  -3.284  -0.133  -0.051
H  -2.836  -1.841  -0.426
H  -2.777  -1.236  1.269
H  -0.451  -2.377  -0.496
H  -0.281  -1.869  1.240
H  2.116  0.945  0.994

=====

> energy relative to the best compared isomer or geometry (same formula, charge and spin) of number 4 (C3H6CeO3)?

0.000 eV